{
  "formula": "C3H14B2OSn",
  "method": "ωB97M-V/def2-TZVPD",
  "homo_energy_ha": -0.285,
  "lumo_energy_ev": -1.817,
  "e_tot_ha": -461.51717,
  "multiplicity": 1,
  "charge": 0,
  "de_lowest_ev": 5.147,
  "max_force_ev_per_a": 12.69,
  "elements": ["Sn", "B", "H", "H", "H", "H", "B", "H", "H", "H", "H", "C", "C", "O", "C", "H", "H", "H", "H", "H", "H"],
  "positions_angstrom": [[6.59813, 15.85829, -19.69023], [5.21776, 15.12693, -17.59129], [5.24836, 14.67960, -18.57271], [5.82670, 14.50536, -16.95327], [5.63123, 16.11566, -17.71661], [4.22309, 15.21637, -17.18279], [7.50008, 16.97666, -17.70632], [6.56375, 17.47929, -17.89314], [8.14756, 17.53539, -17.04842], [7.22624, 16.05560, -17.21550], [7.91499, 16.75782, -18.67802], [3.77174, 14.34428, -21.69501], [4.83282, 15.37937, -21.87317], [5.89720, 15.34440, -21.22224], [4.52406, 16.45094, -22.85461], [3.03773, 14.40430, -22.49858], [3.23124, 14.35425, -20.74851], [4.30708, 13.39481, -21.69031], [3.80207, 17.11977, -22.38610], [3.94586, 16.03543, -23.67993], [5.46923, 16.90254, -23.15596]],
  "atomic_forces_ev_per_a": [[4.2, 2.9, 11.3], [-0.8, 0.2, 0.6], [-0.5, -2.8, -4.6], [2.5, -2.0, 2.1], [0.2, 2.8, -0.1], [-4.0, 0.1, 0.8], [1.9, 1.0, 1.2], [-3.4, 2.4, -0.9], [2.7, 2.2, 1.9], [-0.3, -3.1, 1.6], [3.3, 0.3, -2.5], [0.3, -0.3, 0.1], [-2.0, -0.4, -0.7], [-5.1, -3.6, -11.1], [0.6, -0.4, 0.2], [0.2, -0.2, 0.1], [0.2, 0.4, 0.3], [-0.2, -0.3, -0.1], [0.2, 0.5, 0.2], [0.4, -0.1, -0.2], [-0.4, 0.5, -0.2]],
  "lowdin_charge": [1.4867, -0.4315, -0.1125, -0.0171, -0.1323, -0.0252, -0.4977, -0.0397, -0.0216, -0.0474, -0.1836, 0.0213, -0.4017, -0.2560, 0.0176, 0.0922, 0.1140, 0.1115, 0.1196, 0.0994, 0.1038]
}